(1)
DFT (ωB97M-V/def2-TZVPD) results for an isolated molecule of C3H7NS.

Each line ends with the natural charge from an NBO analysis.
Cartesian coordinates (Å):
N (1.0516, -0.1381, 1.2990)  -0.42
H (1.6557, -1.6681, 2.2642)  0.21
H (0.2517, -1.1669, 2.9169)  0.20
H (-1.2482, 2.4894, -1.4147)  0.22
S (0.9077, 1.6815, -0.4807)  0.30
C (-0.2949, 1.8634, -1.7994)  -0.81
C (0.5127, 0.1229, 0.1842)  -0.08
C (0.7440, -1.3741, 1.9620)  -0.42
H (0.1098, 2.5015, -2.6549)  0.24
H (-0.6897, 0.9282, -2.3290)  0.24
H (-0.1296, -0.6103, -0.2662)  0.16
H (0.0648, -1.9860, 1.2350)  0.16

Calculated values
**Energy above the lowest of the compared OMol25 structures with the same formula, charge and spin**: 137.2 kJ/mol
**SMILES**: C/N=C/SC
**E**: -15548.2232 eV


(2)
DFT (ωB97M-V/def2-TZVPD) results for a structure of composition C39H82F2InN11O11.

Each line ends with the Löwdin charge.
Cartesian coordinates (Å):
C (26.9781, -24.3453, -10.3806)  -0.55
H (27.7385, -26.5478, -13.0019)  0.06
C (23.9348, -18.7146, -9.4087)  -0.04
H (21.6660, -20.8594, -12.1277)  0.09
C (20.2909, -20.5322, -10.5754)  -0.04
H (19.4566, -24.0031, -12.2549)  0.08
H (23.6340, -18.8182, -8.3662)  0.08
H (26.7878, -20.0423, -17.9245)  0.15
C (23.9110, -21.4184, -8.1536)  0.02
H (25.5485, -26.6398, -16.8386)  0.11
H (28.4990, -21.4614, -16.9205)  0.08
N (20.9793, -26.7979, -14.1441)  0.02
O (26.5054, -24.3603, -11.4944)  0.01
H (25.3095, -18.9218, -16.6583)  0.08
C (24.8233, -24.8817, -17.1489)  -0.55
C (29.1077, -26.6446, -16.2168)  -0.07
C (28.8590, -20.1897, -14.1648)  -0.04
H (24.0655, -20.1427, -17.0802)  0.10
N (23.2248, -26.8032, -9.4894)  0.03
H (26.1083, -17.1362, -14.2264)  0.08
H (27.4034, -22.8804, -17.0656)  0.07
H (25.4883, -27.4456, -19.0423)  0.09
C (23.5682, -16.5787, -12.5786)  -0.56
C (24.2072, -23.9454, -18.1800)  0.02
C (21.7453, -26.2691, -16.4087)  0.03
H (26.1055, -25.0288, -7.5391)  0.09
H (28.4690, -28.1449, -12.7722)  0.10
H (29.0740, -23.9330, -10.7148)  0.09
C (28.0229, -26.0420, -15.5748)  -0.03
C (25.8853, -17.0107, -13.1669)  -0.06
H (26.2343, -16.0300, -12.8435)  0.09
C (21.5350, -21.8659, -15.8123)  -0.53
O (24.8096, -24.5470, -15.9619)  -0.01
H (28.2823, -19.3553, -14.5637)  0.08
H (20.1110, -26.3229, -12.3298)  0.08
C (27.7991, -20.8655, -11.9952)  -0.47
N (26.2298, -24.0251, -9.3412)  0.06
H (23.3899, -23.3788, -17.7338)  0.07
H (23.4779, -28.1041, -11.0119)  0.08
H (21.8812, -17.0151, -11.2544)  0.07
H (21.9157, -20.4108, -14.4680)  0.10
C (28.2050, -24.7449, -15.0003)  -0.24
In (24.5287, -23.2872, -13.3381)  1.55
H (20.7901, -23.5201, -16.9234)  0.07
H (19.8160, -24.0168, -10.4887)  0.08
H (21.4621, -16.7189, -12.9414)  0.08
C (20.9528, -26.9124, -12.6930)  -0.04
H (24.9967, -27.2719, -10.6027)  0.07
H (28.4439, -21.0807, -14.6358)  0.06
H (29.6050, -23.1962, -14.5974)  0.10
H (23.7981, -20.0170, -11.2120)  0.08
H (24.4257, -19.5610, -15.3540)  0.06
O (26.9335, -21.6530, -12.4823)  -0.04
H (23.4939, -28.4642, -13.9638)  0.08
H (25.3723, -25.7937, -19.7859)  0.09
N (28.7100, -20.1445, -12.7074)  0.03
C (29.4569, -24.1095, -15.1544)  -0.01
H (23.7696, -24.5321, -18.9877)  0.08
N (26.6725, -20.8918, -17.3904)  0.04
C (21.7394, -25.9920, -14.8884)  -0.48
C (25.7243, -26.3863, -18.9415)  -0.03
N (20.9205, -21.3329, -11.6377)  0.06
H (24.0179, -22.4952, -8.0227)  0.05
C (27.5805, -27.5421, -12.5843)  -0.05
H (25.9900, -23.3279, -7.4316)  0.07
C (23.0677, -25.5352, -9.8889)  -0.53
O (21.8204, -23.2111, -12.3794)  0.00
H (20.6486, -27.9349, -12.4695)  0.09
H (28.9045, -27.6249, -16.6219)  0.11
N (26.3573, -28.1540, -13.0993)  0.04
H (20.8248, -20.5998, -9.6274)  0.07
O (22.5430, -22.4894, -15.5281)  0.00
C (30.3407, -25.9843, -16.3225)  -0.08
C (28.4493, -24.6676, -10.2067)  0.04
H (24.8439, -29.3567, -14.5694)  0.08
H (27.9705, -22.1735, -18.5365)  0.09
H (26.7998, -26.2095, -18.9521)  0.09
C (20.0792, -19.9321, -15.3412)  -0.05
C (20.8773, -22.6431, -11.8438)  -0.53
C (27.7092, -21.9316, -17.5063)  -0.03
O (22.4385, -25.1027, -14.3546)  -0.03
C (25.3360, -27.4688, -13.6670)  -0.53
H (26.5069, -17.7160, -12.6153)  0.07
H (19.9067, -19.4834, -16.3195)  0.09
N (24.5296, -17.4372, -12.9152)  0.02
O (25.8378, -21.7422, -15.4535)  0.00
H (28.7630, -25.5847, -10.7052)  0.08
O (25.1182, -26.2680, -13.5426)  0.01
C (22.2024, -17.1745, -12.2837)  -0.01
H (27.6233, -27.3171, -11.5186)  0.06
H (24.6753, -20.7729, -7.7208)  0.09
H (23.2971, -17.9702, -9.8854)  0.07
H (27.6147, -23.9303, -7.6590)  0.09
H (22.1353, -25.4698, -17.0389)  0.06
N (25.3622, -25.9820, -17.5820)  0.04
H (31.1542, -26.5147, -16.7949)  0.11
H (29.9059, -20.0279, -14.4216)  0.09
H (28.7821, -24.6942, -9.1690)  0.07
H (19.2202, -20.5031, -14.9889)  0.08
C (22.2158, -24.7514, -8.9107)  0.01
C (24.4073, -28.3582, -14.5492)  0.04
C (25.8312, -20.9140, -16.3548)  -0.56
H (22.0707, -18.2268, -12.5359)  0.04
H (29.2853, -19.5649, -12.1131)  0.14
H (24.5140, -28.5227, -9.5416)  0.09
N (21.3110, -20.7094, -15.2198)  0.05
H (20.1983, -19.1166, -14.6279)  0.08
O (23.5744, -25.0574, -10.9239)  -0.01
H (20.3648, -27.4551, -14.6030)  0.14
C (24.1066, -27.7508, -10.1946)  -0.03
H (25.2706, -23.8271, -9.5878)  0.09
H (24.9650, -18.3584, -9.4041)  0.09
H (22.0535, -23.7736, -9.3640)  0.07
H (20.7308, -26.5290, -16.7110)  0.08
H (18.7198, -22.8239, -11.3722)  0.09
H (22.9389, -27.0778, -8.5605)  0.14
H (27.1151, -26.6271, -15.5739)  0.08
C (24.0844, -21.1938, -9.6600)  -0.47
C (26.5706, -24.1160, -7.9111)  -0.02
O (24.2543, -22.1702, -10.4394)  -0.05
H (20.2528, -21.9332, -17.6364)  0.09
H (22.7391, -24.5877, -7.9686)  0.09
H (21.2360, -25.2058, -8.7632)  0.09
H (28.6574, -20.1326, -10.1531)  0.08
H (26.9283, -20.4280, -10.1345)  0.08
H (24.3512, -27.8441, -15.5087)  0.06
C (30.5033, -24.6826, -15.8816)  -0.06
H (19.5119, -22.4722, -16.2069)  0.08
H (24.3632, -18.4014, -13.1657)  0.08
C (27.8814, -20.8206, -10.4888)  0.02
F (27.2353, -24.1251, -14.2924)  0.02
N (23.8893, -19.9535, -10.2081)  0.05
H (31.4876, -24.2509, -15.7765)  0.11
H (19.2114, -20.6402, -10.4706)  0.09
H (26.2711, -29.1537, -13.2148)  0.13
O (23.7746, -15.3898, -12.3738)  0.05
C (20.4685, -22.4969, -16.7288)  0.04
C (24.8030, -19.8329, -16.3398)  0.02
H (22.9101, -21.1397, -7.8239)  0.09
F (23.6541, -20.4322, -13.1060)  -0.48
H (28.0812, -21.7867, -10.0252)  0.07
H (24.8822, -23.1935, -18.5888)  0.09
H (20.3661, -19.4522, -10.7021)  0.08
H (22.3462, -27.1580, -16.6008)  0.07
H (21.9256, -26.6586, -12.2718)  0.07
C (19.6470, -23.3970, -11.3692)  0.04

Calculated values
**Charge**: +2
**E**: -91282.5379 eV


Question: What is the formula in the second record?
Answer: C39H82F2InN11O11


Question: E of number 1 (C3H7NS)?
Answer: -15548.2232 eV